(P)
The following is a DFT calculation (the ωB97M-V functional and the def2-TZVPD basis) of an isolated ion of composition C3H8NO2 and charge +1.

E_HOMO, eV: -14.9404
Frontier orbital gap, eV: 10.84
Net charge: +1

Geometry as XYZ:
```
14
C3H8NO2 the ωB97M-V functional and the def2-TZVPD basis
N 0.1695 -0.4851 -1.6759
C 0.3659 -0.2063 -0.2531
C 0.0575 1.2642 0.0534
O -0.1592 2.1334 -0.7937
C -0.4214 -1.1870 0.7062
O -0.0042 -0.9645 2.0523
H 0.0470 0.5257 -2.0427
H -0.6810 -0.9441 -1.9461
H 0.9988 -0.9011 -2.1691
H 1.4380 -0.3659 -0.0333
H -0.0180 1.6269 1.1087
H -1.4499 -1.2820 0.6028
H 0.0358 -2.1293 0.4736
H -0.2615 -1.7110 2.6292
```

---

(Q)
The following is a DFT calculation (the ωB97M-V functional and the def2-TZVPD basis) of a 2-piece molecular cluster, C3H8NO2 overall.

E_HOMO, eV: -14.6946
Frontier orbital gap, eV: 9.12
Net charge: +1

Geometry as XYZ:
```
14
C3H8NO2 the ωB97M-V functional and the def2-TZVPD basis
C 0.3890 -1.7300 -0.6736
N 1.5459 -1.3970 -0.2618
H -0.1913 -2.4222 -0.0837
H 0.0363 -1.3960 -1.6432
H 2.0799 -0.6572 -0.7159
H 1.9088 -1.7632 0.6104
O -1.2216 0.5277 -1.1594
C -1.0410 0.8236 -0.0064
O -1.7077 0.2154 1.0007
C -0.0131 1.7970 0.4889
H -2.5637 -0.0923 0.6577
H 0.1601 1.6652 1.5529
H -0.2979 2.8246 0.2810
H 0.9162 1.6043 -0.0476
```

---

Winner for stability: (Q)

---

(P)
The following is a DFT calculation (the ωB97M-V functional and the def2-TZVPD basis) of CH7O2 as an isolated structure.

E_HOMO (spin up / spin down), eV: -25.2643 / -25.0576
Expectation value of S²: 0.754
Frontier orbital gap (spin up / spin down), eV: 15.21 / 7.23
Net charge: +2
2S+1: 2

Geometry as XYZ:
```
10
CH7O2 the ωB97M-V functional and the def2-TZVPD basis
O -1.8249 -0.2881 -0.0940
H -1.8639 -0.6281 -1.0159
H -2.5258 0.4064 0.0136
H -0.6927 0.2890 -0.0279
C 1.6717 -0.3199 -0.1033
O 0.4711 0.5885 0.2136
H 2.2949 0.4847 -0.6364
H 2.1069 -0.6101 0.8532
H 1.1406 -1.0872 -0.6787
H 0.4264 0.9125 1.1598
```

---

(Q)
The following is a DFT calculation (the ωB97M-V functional and the def2-TZVPD basis) of a 2-piece molecular cluster, CH7O2 overall.

E_HOMO (spin up / spin down), eV: -25.5299 / -23.7672
Expectation value of S²: 0.760
Frontier orbital gap (spin up / spin down), eV: 15.58 / 5.32
Net charge: +2
2S+1: 2

Geometry as XYZ:
```
10
CH7O2 the ωB97M-V functional and the def2-TZVPD basis
O -0.8615 -0.7043 1.5714
H -0.3675 -1.4387 1.6777
H -1.9285 -0.9972 1.6146
H -0.2749 0.0088 0.4161
C 0.4973 0.2581 -1.6205
O 0.4550 0.6912 -0.1300
H 0.8448 1.0731 -2.2742
H 1.2150 -0.6396 -1.7936
H -0.5746 -0.0554 -1.8278
H 1.3536 0.6057 0.3787
```

---

Winner for stability: (P)

---

(P)
The following is a DFT calculation (the ωB97M-V functional and the def2-TZVPD basis) of one molecule with the formula C4H9ClO2.

E_HOMO, eV: -9.4446
Frontier orbital gap, eV: 10.22

Geometry as XYZ:
```
16
C4H9ClO2 the ωB97M-V functional and the def2-TZVPD basis
C 1.7773 -0.3846 0.6992
O 0.9690 0.7491 0.7053
C -0.3925 0.5688 -0.3227
C 0.2805 0.9214 -1.6544
Cl -1.4463 1.8133 0.3480
O -0.7760 -0.6478 -0.1742
C -1.6814 -0.9633 0.8484
H 2.3192 -0.3235 1.6075
H 2.4273 -0.4583 -0.2566
H 1.0102 -1.2293 0.8053
H 1.3065 0.4768 -1.6388
H -0.2709 0.4642 -2.4720
H 0.4346 2.0128 -1.8088
H -1.2248 -1.0521 1.9440
H -2.2242 -1.8804 0.4487
H -2.5086 -0.0670 0.9211
```

---

(Q)
The following is a DFT calculation (the ωB97M-V functional and the def2-TZVPD basis) of one molecule with the formula C4H9ClO2.

E_HOMO, eV: -10.1050
Frontier orbital gap, eV: 10.96

Geometry as XYZ:
```
16
C4H9ClO2 the ωB97M-V functional and the def2-TZVPD basis
C 1.3217 1.6268 -0.4148
O 0.1582 0.9394 -0.6153
C -0.2916 0.2481 0.5238
C 0.6559 -0.8460 0.9606
Cl 1.3418 -1.8197 -0.3940
O -1.6427 -0.1541 0.3412
C -1.8871 -1.0009 -0.7205
H 2.2681 1.0655 -0.3620
H 1.4029 2.3394 -1.2510
H 1.2852 2.2322 0.4895
H -0.3631 0.9498 1.3613
H 1.5026 -0.4167 1.5308
H 0.1054 -1.5567 1.5743
H -1.5270 -2.0341 -0.6125
H -1.3533 -0.6036 -1.6068
H -2.9768 -0.9692 -0.8046
```

---

Winner for stability: (Q)

---

(P)
The following is a DFT calculation (the ωB97M-V functional and the def2-TZVPD basis) of a 3-piece molecular cluster, C5H9N3O overall.

E_HOMO, eV: -7.8207
Frontier orbital gap, eV: 6.76

Geometry as XYZ:
```
18
C5H9N3O the ωB97M-V functional and the def2-TZVPD basis
C -0.9529 2.4444 -0.1831
C -0.6933 0.9797 -0.4182
C -1.4038 -0.0849 -0.6768
C -0.4836 -1.2731 -0.8031
C 0.6740 -0.7520 0.0384
H -0.4749 2.8597 0.7553
H -2.1247 2.4609 -0.0531
H -0.5006 3.3074 -0.9260
H -2.3865 -0.0364 -1.2833
H -0.5151 -1.6685 -1.9152
H -1.1492 -2.1176 -0.2610
H 2.1643 -2.7158 1.9028
H 2.2009 -3.1024 -0.2242
H 0.7143 1.5481 2.0029
N 1.5518 -1.2603 0.8239
N 1.4408 -2.6721 0.8569
N 0.5398 0.6181 -0.0890
O 1.3984 1.4648 0.4528
```

---

(Q)
The following is a DFT calculation (the ωB97M-V functional and the def2-TZVPD basis) of one molecule with the formula C5H9N3O.

E_HOMO, eV: -8.2489
Frontier orbital gap, eV: 8.97

Geometry as XYZ:
```
18
C5H9N3O the ωB97M-V functional and the def2-TZVPD basis
H 3.2412 0.9103 0.7215
N 2.2365 1.1874 0.6845
C 1.6546 0.1656 0.1538
N 2.2917 -1.0899 -0.0028
N 0.3576 0.2302 -0.2780
C -0.3059 1.4478 -0.2590
C -1.6508 1.2513 -0.4306
C -1.9648 -0.2257 -0.2222
O -2.5831 -0.4902 1.0555
C -0.5796 -0.9301 -0.3724
H 1.8795 -1.7583 -0.6778
H 3.2839 -1.0585 0.0936
H 0.2854 2.3161 -0.1990
H -2.5034 1.9475 -0.3741
H -2.6969 -0.7100 -0.9053
H -2.0500 -0.0573 1.7830
H -0.3981 -1.5958 0.4929
H -0.4978 -1.5406 -1.2637
```

---

Winner for stability: (Q)